Entry 1:
Below is 3 unconnected molecules or ions with the total composition C4H13O4 in a non-equilibrium geometry, with properties calculated with the ωB97M-V functional and the def2-TZVPD basis.

The energy above the lowest of the compared OMol25 structures with the same formula, charge and spin comes out at 0.989 eV. As for the net charge: -1. The gap between HOMO and LUMO is 8.1037 eV. The calculation puts the lowest unoccupied orbital energy at 4.0 eV. The HOMO energy is -4.116 eV. Its total energy is -12549.2430 eV.

XYZ file:
```
21
Properties=species:S:1:pos:R:3:forces:R:3:nbo_charge:R:1
C 0.15693 0.03667 1.53591 1.6 0.6 -0.4 -0.44
C 0.77829 -1.36410 1.39821 0.5 0.6 1.0 -0.43
C 0.24040 -2.12654 0.19112 -0.9 0.6 0.2 -0.07
O -1.17687 -2.05048 0.07482 -0.2 -0.1 0.0 -0.78
C 0.95097 1.18953 0.82968 -2.1 0.8 -1.2 -0.04
O 0.21669 1.66118 -0.28726 0.5 -0.2 -0.1 -0.94
H -0.82518 0.08931 1.08982 -0.3 -0.2 0.2 0.23
H 0.10263 0.35340 2.57364 -0.2 -0.4 0.4 0.18
H 0.73915 -1.83831 2.39101 -0.7 -0.6 -0.4 0.18
H 1.86981 -1.23981 1.31583 -0.1 0.0 -0.4 0.19
H 0.64351 -1.60170 -0.67639 0.4 -0.5 -0.3 0.17
H 0.45250 -3.19495 0.23535 0.5 0.1 -0.2 0.16
H 1.97460 0.97494 0.48517 0.1 -0.4 0.6 0.13
H 0.94579 2.03724 1.54042 0.6 -0.2 0.1 0.12
H -0.62817 0.88974 -0.94239 0.0 0.0 0.7 0.49
H -1.39178 -1.32056 -0.55128 0.2 0.1 0.2 0.51
H -2.25578 0.69376 -1.27658 0.2 0.0 0.1 0.45
O -1.40540 0.29325 -1.48373 -0.3 -0.5 -0.2 -1.10
H 0.07492 1.92499 -2.29500 -0.1 0.4 0.2 0.51
H -1.17273 2.11880 -3.13525 0.0 -0.2 0.1 0.46
O -0.29028 2.47363 -3.01310 0.3 0.2 -0.4 -0.98
```
Positions in Å, forces in eV/Å.

Entry 2:
Below is 2 unconnected molecules or ions with the total composition C6H14N2O2 in a non-equilibrium geometry, with properties calculated with the ωB97M-V functional and the def2-TZVPD basis.

The energy above the lowest of the compared OMol25 structures with the same formula, charge and spin comes out at 1.495 eV. The gap between HOMO and LUMO is 9.9971 eV. The calculation puts the lowest unoccupied orbital energy at 0.7 eV. The HOMO energy is -9.303 eV. Its total energy is -13524.1298 eV.

XYZ file:
```
24
Properties=species:S:1:pos:R:3:forces:R:3:nbo_charge:R:1
C 2.21520 -1.08090 -0.34808 -0.3 -1.0 -1.0 -0.41
N 1.40659 -0.14726 -1.11893 1.3 1.3 0.3 -0.64
C 0.37711 -0.50357 -1.90869 -2.4 -0.4 -0.6 0.68
C -0.08658 0.52020 -2.99684 0.7 -0.6 1.9 -0.71
O -0.22364 -1.56684 -1.81626 0.8 -0.2 -0.1 -0.63
H 2.82826 -0.65364 0.43315 -0.7 0.6 0.3 0.22
H 1.47170 -1.79914 0.01794 1.0 -0.3 0.3 0.22
H 2.99176 -1.51323 -1.01464 -0.8 -0.3 0.1 0.19
H 1.40779 0.79905 -0.77872 0.2 0.2 -0.4 0.40
H 0.85655 0.66544 -3.52053 -0.6 0.7 -0.7 0.23
H -0.96158 0.18014 -3.53588 0.4 -0.6 -0.4 0.24
H -0.48211 1.39392 -2.49087 0.6 0.7 0.1 0.21
C -0.71908 2.45238 1.39158 0.1 -0.7 -0.9 -0.43
N -1.36048 1.19342 1.83072 1.3 0.5 -0.5 -0.63
C -0.62522 0.01572 1.71097 -1.9 -0.1 -0.6 0.70
C -1.51689 -1.20398 1.45948 0.1 -0.3 -0.8 -0.73
O 0.57780 -0.00536 1.65515 0.4 0.1 0.5 -0.62
H -1.20942 3.24490 1.92862 0.2 0.6 0.0 0.21
H 0.37255 2.46548 1.44577 -0.3 -0.2 0.9 0.23
H -0.84948 2.55193 0.29681 -0.4 0.3 0.3 0.18
H -2.30022 1.18706 1.46418 0.0 -0.6 0.3 0.38
H -2.54289 -0.92963 1.17408 0.3 0.0 0.2 0.21
H -1.07701 -1.72940 0.60089 -0.1 0.3 0.0 0.27
H -1.57009 -1.98931 2.19989 0.2 0.3 0.7 0.24
```
Positions in Å, forces in eV/Å.